Entry 1:
{"formula": "C18H25F7IrN2O5SSe2", "method": "wB97M-V/def2-TZVPD", "species": ["Ir", "C", "C", "N", "C", "C", "C", "C", "N", "C", "C", "F", "C", "F", "C", "C", "F", "C", "F", "H", "H", "H", "H", "H", "H", "H", "H", "H", "H", "H", "H", "H", "H", "H", "O", "C", "C", "C", "O", "C", "Se", "C", "Se", "H", "H", "H", "H", "H", "H", "H", "H", "H", "H", "F", "C", "F", "F", "S", "O", "O", "O"], "coordinates": [[0.342756, 0.026722, 0.994705], [2.010010, -0.294484, -1.885773], [1.392616, -1.663546, -1.673550], [0.658081, -1.871493, -0.382233], [-0.576260, -2.640272, -0.706027], [-1.527879, -2.913193, 0.441803], [1.508056, -2.631617, 0.555375], [2.713951, -1.820245, 0.992101], [2.241783, -0.580938, 1.592590], [3.146214, 0.209700, 2.258595], [2.793935, 0.846961, 3.462349], [1.598121, 0.610166, 4.009790], [3.661774, 1.685293, 4.129147], [3.254807, 2.252290, 5.279297], [4.940870, 1.933418, 3.670683], [5.313613, 1.305176, 2.502144], [6.543030, 1.518334, 1.995405], [4.450725, 0.477782, 1.811982], [4.881736, -0.039851, 0.643470], [2.588187, -0.318613, -2.812474], [2.674591, 0.009552, -1.076565], [1.227979, 0.453241, -2.001285], [2.157611, -2.445780, -1.746346], [0.680626, -1.826250, -2.478654], [-0.260688, -3.590311, -1.162150], [-1.096710, -2.069485, -1.473127], [-1.079864, -3.487314, 1.254164], [-2.364779, -3.493707, 0.049737], [-1.929786, -1.989520, 0.854476], [1.833573, -3.570011, 0.084419], [0.914238, -2.875566, 1.436205], [3.377942, -1.658750, 0.138180], [3.279653, -2.410321, 1.724428], [5.614629, 2.588762, 4.201242], [-3.741079, 4.059672, 1.162980], [-3.678810, 2.974049, 0.233491], [-2.447613, 2.108375, 0.542853], [-2.383298, 1.044714, -0.550059], [-3.579883, 0.304502, -0.564387], [-2.688768, 1.483958, 1.918938], [-1.358899, 0.242943, 2.668595], [-1.233385, 3.047218, 0.495240], [0.582800, 2.314582, 0.285717], [-4.542843, 4.556848, 0.984216], [-3.588443, 3.353424, -0.791385], [-4.573962, 2.354001, 0.295382], [-1.521618, 0.374903, -0.369768], [-2.180488, 1.522107, -1.516408], [-3.636016, -0.149461, -1.427686], [-3.612806, 0.907699, 1.875147], [-2.808902, 2.268553, 2.664140], [-1.208906, 3.659256, 1.395265], [-1.344954, 3.724179, -0.353116], [-0.995945, -1.855522, -5.719960], [-2.087224, -1.932833, -4.944326], [-3.142160, -2.126745, -5.745482], [-1.954330, -3.029452, -4.176550], [-2.280645, -0.421430, -3.910544], [-2.377982, 0.646054, -4.870825], [-3.499380, -0.712716, -3.167615], [-1.079606, -0.445008, -3.097952]], "atomic_forces_ev_per_a": [[0.0, 0.1, -0.1], [0.0, 0.0, 0.0], [0.0, 0.0, 0.0], [0.0, 0.0, 0.0], [0.0, 0.0, 0.0], [0.0, 0.0, 0.0], [0.0, 0.0, 0.0], [0.0, 0.0, 0.0], [0.0, 0.0, 0.1], [0.0, 0.0, 0.0], [0.0, 0.0, 0.0], [0.0, 0.0, 0.0], [0.0, 0.0, 0.0], [0.0, 0.0, 0.0], [0.0, 0.0, 0.0], [0.0, 0.0, 0.0], [0.0, 0.0, 0.0], [0.0, 0.0, 0.0], [0.0, 0.0, 0.0], [0.0, 0.0, 0.0], [0.0, 0.0, 0.0], [0.0, 0.0, 0.0], [0.0, 0.0, 0.0], [0.0, 0.0, 0.0], [0.0, 0.0, 0.0], [0.0, 0.0, 0.0], [0.0, 0.0, 0.0], [0.0, 0.0, 0.0], [0.0, 0.0, 0.0], [0.0, 0.0, 0.0], [0.0, 0.0, 0.0], [0.0, 0.0, 0.0], [0.0, 0.0, 0.0], [0.0, 0.0, 0.0], [0.0, 0.0, 0.0], [0.0, 0.0, 0.0], [0.0, 0.0, 0.0], [0.0, 0.0, 0.0], [0.0, 0.0, 0.0], [0.0, 0.0, 0.0], [0.0, 0.0, 0.1], [0.0, 0.0, 0.0], [0.0, 0.0, 0.0], [0.0, 0.0, 0.0], [0.0, 0.0, 0.0], [0.0, 0.0, 0.0], [0.0, 0.0, 0.0], [0.0, 0.0, 0.0], [0.0, 0.0, 0.0], [0.0, 0.0, 0.0], [0.0, 0.0, 0.0], [0.0, 0.0, 0.0], [0.0, 0.0, 0.0], [0.0, 0.0, 0.0], [0.0, 0.0, 0.0], [0.0, 0.0, 0.0], [0.0, 0.0, 0.0], [-0.1, 0.0, 0.0], [0.0, 0.0, 0.0], [0.0, 0.0, 0.0], [0.0, 0.1, -0.1]], "e_tot_ha": -7191.07761, "multiplicity": 5, "total_charge": -1, "mol_weight_g_mol": 864.60, "e_above_lowest_kcal_mol": 0.0, "gap_ev": [6.8, 6.4]}

Entry 2:
{"formula": "C24H21AgN4O", "method": "wB97M-V/def2-TZVPD", "species": ["Ag", "O", "C", "C", "C", "C", "C", "C", "C", "C", "N", "H", "H", "H", "H", "H", "H", "H", "H", "H", "H", "H", "N", "C", "C", "C", "C", "C", "C", "C", "C", "C", "C", "C", "C", "N", "C", "C", "C", "C", "N", "H", "H", "H", "H", "H", "H", "H", "H", "H", "H"], "coordinates": [[-0.053795, -0.434921, 0.424223], [-1.624680, 0.585790, -1.485501], [-1.940019, -0.212192, -2.621747], [-2.910058, -1.338398, -2.303088], [-2.445593, -2.241821, -1.155597], [-1.109806, -2.873070, -1.423277], [-0.998998, -4.000679, -2.230416], [0.248649, -4.541849, -2.480947], [1.363887, -3.943089, -1.916810], [1.176442, -2.825332, -1.125866], [-0.028142, -2.298089, -0.885134], [-2.399601, 1.092767, -1.222051], [-0.983532, -0.612896, -2.960862], [-2.336077, 0.411106, -3.428508], [-3.057839, -1.930796, -3.211371], [-3.888129, -0.918772, -2.048630], [-3.189146, -3.024004, -0.991429], [-2.370008, -1.661394, -0.233797], [-1.891510, -4.448125, -2.648318], [0.351281, -5.420780, -3.104040], [2.359956, -4.329854, -2.077406], [2.011306, -2.318135, -0.656950], [6.048916, 4.818448, 7.029464], [5.375610, 4.254014, 6.288569], [4.535166, 3.548068, 5.362207], [3.591765, 4.244692, 4.609809], [2.784746, 3.556752, 3.720591], [2.913661, 2.180537, 3.569227], [3.859892, 1.493572, 4.321458], [4.668680, 2.168520, 5.219341], [2.045161, 1.441075, 2.599840], [0.746571, 1.186716, 3.062588], [0.250162, 1.559413, 4.346765], [-1.055934, 1.139738, 4.413514], [-1.318190, 0.512263, 3.174806], [-0.266096, 0.534010, 2.370574], [2.664847, 1.131361, 1.388661], [3.989527, 1.526545, 1.015491], [4.193264, 1.079436, -0.263312], [2.988339, 0.425958, -0.635199], [2.084557, 0.451568, 0.325092], [3.496751, 5.315581, 4.725562], [2.045877, 4.086327, 3.133176], [3.959044, 0.422725, 4.199729], [5.402962, 1.637065, 5.808934], [0.807371, 2.070832, 5.114642], [-1.743803, 1.252730, 5.235597], [-2.242500, 0.047693, 2.861168], [4.681359, 2.081782, 1.628172], [5.074382, 1.200345, -0.872701], [2.773092, -0.043005, -1.587290]], "atomic_forces_ev_per_a": [[0.1, 0.0, 0.0], [0.0, 0.0, 0.0], [0.1, 0.0, 0.0], [-0.1, 0.0, 0.0], [0.0, 0.0, 0.1], [0.0, 0.0, 0.0], [0.0, 0.0, 0.0], [0.0, 0.0, 0.0], [0.0, 0.0, 0.0], [0.0, 0.0, 0.0], [-0.1, 0.0, 0.0], [0.0, 0.0, 0.0], [0.0, 0.0, 0.0], [0.0, 0.0, 0.0], [0.0, 0.0, 0.0], [0.0, 0.0, 0.0], [0.0, 0.0, 0.0], [0.0, 0.0, 0.0], [0.0, 0.0, 0.0], [0.0, 0.0, 0.0], [0.0, 0.0, 0.0], [0.0, 0.0, 0.0], [0.0, 0.0, 0.0], [0.0, 0.0, 0.1], [0.0, 0.0, 0.0], [0.0, 0.0, 0.0], [0.0, 0.0, 0.0], [0.0, 0.0, 0.0], [0.0, 0.0, 0.0], [0.0, 0.0, 0.0], [0.0, 0.0, 0.1], [-0.1, -0.1, 0.0], [0.0, 0.0, 0.0], [0.0, 0.0, 0.0], [0.0, 0.0, 0.0], [-0.1, 0.0, 0.0], [0.0, 0.0, -0.1], [0.0, 0.0, 0.0], [0.0, 0.0, 0.0], [0.0, 0.0, 0.0], [0.0, 0.0, 0.0], [0.0, 0.0, 0.0], [0.0, 0.0, 0.0], [0.0, 0.0, 0.0], [0.0, 0.0, 0.0], [0.0, 0.0, 0.0], [0.0, 0.0, 0.0], [0.0, 0.0, 0.0], [0.0, 0.0, 0.0], [0.0, 0.0, 0.0], [0.0, 0.0, 0.0]], "e_tot_ha": -1368.37146, "total_charge": 0, "mol_weight_g_mol": 489.33, "e_above_lowest_kcal_mol": 0.2, "gap_ev": 6.9}

Entry 3:
{"formula": "C2H2N4O", "method": "wB97M-V/def2-TZVPD", "species": ["O", "C", "C", "N", "N", "N", "N", "H", "H"], "coordinates": [[0.514984, -2.530535, 0.860144], [0.950570, -1.163781, 0.730578], [0.059404, -0.214589, 0.067592], [0.861495, 0.639778, -0.644154], [-0.010447, 1.708480, -0.911821], [-1.202033, 1.568078, -0.484368], [-1.110328, 0.259860, 0.131404], [2.059084, -0.781541, 0.799300], [-2.009610, 0.062680, 0.893098]], "atomic_forces_ev_per_a": [[3.2, 9.3, -0.3], [-1.9, -9.5, 0.0], [5.2, 1.4, -0.8], [-3.3, 1.5, 0.6], [0.9, -0.3, -0.9], [2.6, -3.0, 0.7], [-8.2, 1.5, 3.6], [-2.2, -1.1, 0.3], [3.7, 0.3, -3.1]], "smiles": "O=Cc1nnn[nH]1", "e_tot_ha": -371.50416, "total_charge": 0, "mol_weight_g_mol": 98.06, "e_above_lowest_kcal_mol": 72.9, "gap_ev": 9.5}